{"formula": "C6H16NO", "method": "wB97M-V/def2-TZVPD", "charge": 1, "multiplicity": 1, "elements": ["N", "C", "H", "H", "C", "H", "H", "H", "C", "H", "H", "H", "H", "C", "H", "O", "H", "C", "H", "H", "H", "H", "C", "H"], "coordinates": [[-2.5839, -0.7324, -1.1468], [-0.0418, -2.1998, 1.1346], [-1.8299, -1.0591, -0.5600], [0.7308, -2.6232, 0.5459], [0.3998, 1.7179, 0.6173], [1.4273, 3.6111, 0.4479], [0.4754, 1.9130, 1.6303], [-0.5486, -0.3521, 2.1595], [0.8169, 0.1905, 0.4332], [0.1257, -2.6621, 2.0917], [2.4368, 2.3119, -0.1890], [1.8413, -0.0480, -1.8183], [-3.1871, -1.4472, -1.5283], [1.3854, 2.6547, -0.0952], [0.5304, -1.1302, -1.3377], [-1.2817, -2.7334, 0.6099], [1.0629, 3.0623, -1.1247], [-0.1102, -0.7075, 1.1230], [1.8852, 0.0943, 0.8943], [-1.9318, -1.9761, 0.6410], [0.3595, 0.6053, -1.7153], [-2.3000, -0.1883, -1.9273], [0.9504, -0.1129, -1.1223], [-0.6128, 1.8113, 0.2363]], "forces_ev_per_a": [[-0.9, 0.3, 0.5], [-1.2, -0.6, -1.6], [0.0, -0.1, -1.4], [0.9, 0.1, -1.1], [1.3, -1.4, -2.1], [0.1, -0.4, 0.2], [-0.4, 0.5, 2.2], [-0.1, 0.0, -2.5], [-0.4, 1.5, -2.0], [-0.1, 0.7, 1.2], [-0.7, -0.1, 0.2], [0.1, -0.2, 2.1], [0.2, -0.5, 0.5], [-0.1, 1.7, -1.5], [0.3, 0.8, 0.1], [-0.6, 1.9, 0.4], [0.3, -1.3, 1.3], [3.1, -0.2, 4.2], [-1.6, -0.5, -0.1], [0.2, -1.8, 0.3], [-0.5, -0.2, 0.8], [0.7, 0.6, -0.3], [-0.5, -1.2, -1.7], [-0.1, 0.2, 0.1]], "mulliken_charge": [-0.676, -0.236, 0.360, 0.353, -0.781, 0.366, 0.490, 0.267, 0.594, 0.346, 0.329, 0.356, 0.230, -1.171, 0.384, -0.442, 0.301, -0.478, 0.426, 0.266, 0.327, 0.246, -1.291, 0.434]}

{"formula": "C2H3N3O3", "method": "wB97M-V/def2-TZVPD", "charge": 0, "multiplicity": 1, "smiles": "Nn1oc(=O)nc1O", "elements": ["C", "O", "O", "O", "N", "C", "H", "H", "N", "N", "H"], "coordinates": [[0.8611, -1.1201, 0.2401], [1.4547, -2.1252, 0.4924], [-0.0034, -0.9753, -0.8391], [-0.2252, 2.0835, 0.7373], [-1.8623, 0.5883, -0.8130], [0.0817, 0.8676, 0.3492], [-2.2402, -0.1690, -0.2295], [-2.1548, 0.3758, -1.7681], [0.8663, 0.0413, 0.9976], [-0.4582, 0.3802, -0.8630], [-0.8917, 2.3761, 0.0854]], "forces_ev_per_a": [[0.3, -0.2, 1.3], [-0.5, 0.2, -0.9], [-0.7, -0.3, -0.8], [-0.3, -0.3, -0.6], [0.4, -1.6, -0.9], [1.7, -1.2, 1.2], [-0.2, 0.4, 0.0], [-0.3, 0.3, 0.3], [-1.2, 1.9, -1.1], [0.7, 0.5, 1.1], [0.0, 0.3, 0.4]], "mulliken_charge": [0.584, -0.503, -0.238, -0.406, -0.559, 0.562, 0.258, 0.288, -0.502, 0.129, 0.386]}

ΔE to the lowest compared entry with this formula, charge and spin: 132.0 10.1 (kcal per mole)
Kohn-Sham gap: 5.825 10.774 (eV)
HOMO energy: -13.76 -10.56 (eV)